<P>
Formula: C6H12N2O
Source: the OMol25 dataset
Level of theory: ωB97M-V/def2-TZVPD

Geometry (Å):
C 1.084 -0.855 1.111
C 2.183 0.177 0.903
C -0.533 -0.067 1.401
N -1.369 -0.165 2.209
H 1.130 -1.206 2.145
H 1.258 -1.759 0.523
H 1.948 1.124 1.391
H 3.119 -0.168 1.350
H 2.411 0.314 -0.156
C -1.109 2.022 -0.348
C -0.823 -1.613 -1.418
N -1.138 0.554 -0.208
C -0.260 -0.231 -1.193
O 0.371 0.392 -2.011
H -2.082 0.190 -0.072
H -0.154 2.383 0.025
H -1.197 2.279 -1.401
H -1.927 2.449 0.229
H -1.060 -2.083 -0.467
H -1.742 -1.549 -2.007
H -0.111 -2.187 -2.007

Output
- E_HOMO: -7.970 eV

These are the Mulliken partial charges, in e, on atoms 1 to 6: -0.4407, -1.0248, 0.3056, -0.7443, 0.3891, 0.3674

=====

<Q>
Formula: C6H12N2O
Source: the OMol25 dataset
Level of theory: ωB97M-V/def2-TZVPD

Geometry (Å):
C -1.193 -0.118 -2.079
C -0.016 0.667 -0.143
C 0.513 2.058 0.527
C 0.534 -0.668 0.340
C 1.568 -1.069 -0.689
C 0.399 -1.105 1.618
H -2.315 -0.008 -2.445
H -1.454 -1.078 -1.650
H -0.666 -0.039 -3.099
H -0.217 3.081 0.582
H 1.153 1.806 1.981
H 1.626 2.506 -0.017
H 2.503 -0.374 -1.220
H 2.129 -1.979 -0.373
H 1.019 -1.521 -1.588
H 1.003 -1.778 2.356
H -1.560 -1.648 2.390
H -1.221 1.089 1.210
N -0.799 0.974 -1.124
N -1.072 -0.903 2.156
O -1.933 0.107 1.266

Output
- E_HOMO: -8.266 eV

These are the Mulliken partial charges, in e, on atoms 1 to 6: -0.9481, 0.1747, -0.8816, 0.9906, -1.0896, -0.7752

=====

Least stable: <Q>